{
  "formula": "C39H48Cl6NPPdSi4Te",
  "method": "ωB97M-V/def2-TZVPD",
  "total_charge": 0,
  "max_force_ev_per_a": 2.179,
  "e_tot_ev": -169422.90129,
  "e_lumo_ha": -0.033,
  "elements": ["Pd", "Cl", "C", "C", "C", "C", "C", "C", "P", "C", "C", "C", "C", "C", "C", "C", "C", "C", "C", "C", "C", "H", "H", "H", "H", "H", "H", "H", "H", "H", "H", "H", "H", "H", "H", "Cl", "C", "C", "C", "Cl", "C", "Cl", "C", "Cl", "C", "Cl", "N", "C", "C", "C", "C", "C", "C", "H", "H", "H", "H", "H", "H", "H", "C", "Si", "C", "C", "Si", "Te", "Si", "C", "C", "C", "Si", "C", "C", "C", "H", "H", "H", "H", "H", "H", "H", "H", "H", "H", "H", "H", "H", "H", "H", "H", "H", "H", "H", "H", "H", "H", "H", "H", "H", "H", "H"],
  "coordinates": [[-0.297400, -0.213800, 0.276400], [2.052800, 0.034500, 0.099400], [2.567900, 1.641900, -0.157000], [3.894600, 1.877000, -0.468200], [4.329600, 3.177900, -0.647400], [3.431000, 4.227400, -0.520300], [2.105000, 3.987100, -0.223900], [1.639300, 2.682400, -0.043700], [-0.108400, 2.260500, 0.255800], [-0.859600, 3.878600, -0.135700], [-1.382300, 4.768300, 0.794300], [-1.856300, 5.997800, 0.373200], [-1.822000, 6.342700, -0.967900], [-1.332900, 5.443400, -1.903400], [-0.867900, 4.211800, -1.490500], [-0.191000, 2.246400, 2.084100], [0.904500, 2.466800, 2.909900], [0.751200, 2.413600, 4.285200], [-0.484300, 2.131600, 4.843500], [-1.580800, 1.904400, 4.024500], [-1.432600, 1.954700, 2.651200], [4.581300, 1.051200, -0.561600], [5.366500, 3.368900, -0.874100], [3.776400, 5.239200, -0.655500], [1.416200, 4.812700, -0.123300], [-1.395100, 4.508100, 1.843200], [-2.242900, 6.698400, 1.098900], [-2.184400, 7.310000, -1.283300], [-1.314200, 5.709500, -2.950200], [-0.481500, 3.499100, -2.209300], [1.874600, 2.682700, 2.482300], [1.601800, 2.601700, 4.924500], [-0.595700, 2.090400, 5.917700], [-2.544600, 1.685300, 4.462800], [-2.282800, 1.784300, 1.999400], [-2.726500, -1.283200, 2.640800], [-3.318300, -0.615300, 1.170100], [-2.384500, -0.225700, 0.225800], [-2.884800, 0.221200, -0.991600], [-1.714400, 0.573400, -2.204100], [-4.241800, 0.351400, -1.246200], [-4.804700, 0.935100, -2.764300], [-5.147700, 0.018600, -0.239100], [-6.838300, 0.227000, -0.491800], [-4.686500, -0.480800, 0.975800], [-5.797900, -0.895700, 2.226700], [0.432600, -1.092800, 2.698600], [1.737300, -1.342500, 3.119800], [2.250300, -0.794100, 4.293000], [3.551300, -1.064100, 4.675100], [4.355100, -1.886000, 3.902300], [3.858900, -2.415000, 2.721600], [2.563600, -2.145900, 2.332700], [-0.132600, -0.605100, 3.386000], [-0.042200, -1.921800, 2.333900], [1.620300, -0.161400, 4.903000], [3.937600, -0.643600, 5.593000], [5.360900, -2.117400, 4.218000], [4.477800, -3.054200, 2.107800], [2.163500, -2.567500, 1.417800], [3.348500, -5.078000, -0.433800], [1.798300, -5.685900, -1.378000], [1.838700, -4.928400, -3.129700], [1.884800, -7.588000, -1.530400], [-0.163300, -5.000300, -0.184300], [-0.322200, -2.539900, -0.781100], [-2.144900, -5.775800, -1.269100], [-2.137400, -5.292100, -3.115600], [-2.337000, -7.675300, -1.141400], [-3.620200, -4.910500, -0.418500], [-0.076800, -5.675200, 2.115400], [-1.642800, -5.222200, 3.117500], [0.109800, -7.579400, 2.071800], [1.415300, -5.040400, 3.135500], [4.270600, -5.369400, -0.928700], [3.380100, -5.479700, 0.574000], [3.347800, -3.994900, -0.358000], [2.747000, -5.178200, -3.669600], [1.772200, -3.846600, -3.071500], [0.998400, -5.270200, -3.723600], [2.806400, -7.906400, -2.008100], [1.061400, -7.971600, -2.123000], [1.840000, -8.066400, -0.558500], [-1.369200, -5.823200, -3.667600], [-1.942200, -4.229800, -3.223300], [-3.089100, -5.504400, -3.593200], [-1.397400, -8.188500, -1.315900], [-3.048500, -8.045700, -1.873000], [-2.694100, -7.970400, -0.160900], [-3.585600, -3.838400, -0.591600], [-3.599300, -5.062300, 0.655700], [-4.577700, -5.270700, -0.781500], [-2.535900, -5.643800, 2.669000], [-1.785600, -4.147900, 3.180900], [-1.583700, -5.598200, 4.135100], [-0.630400, -8.053200, 1.436500], [0.012100, -8.011500, 3.063100], [1.088900, -7.857100, 1.694900], [1.285300, -4.022600, 3.485800], [2.328800, -5.062600, 2.551500], [1.581100, -5.657000, 4.013900]],
  "forces_ev_per_a": [[-1.84, 1.13, 0.31], [0.92, -1.20, -0.18], [-0.34, 1.27, -0.14], [0.13, -0.12, 0.10], [-0.25, 0.01, 0.07], [0.30, 0.05, -0.01], [-0.19, -0.27, 0.11], [0.40, -0.29, -0.28], [0.20, 0.08, 1.35], [-0.45, -0.47, -0.52], [0.22, -0.29, 0.10], [-0.04, 0.20, -0.02], [-0.05, 0.02, 0.05], [-0.02, 0.12, -0.10], [0.03, -0.11, 0.07], [0.01, 0.14, 0.04], [-0.06, 0.05, -0.13], [0.06, 0.03, 0.13], [0.02, 0.02, 0.08], [-0.05, -0.01, 0.06], [0.00, 0.14, -0.12], [0.05, -0.14, 0.01], [0.09, 0.01, -0.07], [0.01, 0.17, 0.00], [-0.01, 0.06, -0.04], [-0.02, 0.02, 0.05], [-0.05, 0.03, 0.06], [-0.03, 0.06, -0.03], [-0.01, -0.02, -0.07], [-0.03, 0.03, -0.09], [0.04, 0.02, 0.02], [0.08, -0.03, 0.04], [0.00, 0.00, 0.07], [-0.06, -0.03, -0.03], [-0.02, -0.04, 0.09], [-0.09, -0.20, 0.41], [0.49, 0.05, 0.11], [0.92, -0.36, -0.62], [0.23, -0.04, 0.13], [-0.40, 0.23, -0.90], [-0.15, 0.09, 0.03], [0.03, -0.02, 0.04], [-0.16, 0.02, -0.05], [0.04, -0.02, -0.04], [-0.12, 0.08, -0.04], [0.07, -0.01, -0.09], [-0.37, -0.23, 0.32], [0.39, -0.14, 0.07], [-0.13, 0.07, -0.14], [0.11, -0.05, 0.03], [0.21, 0.03, 0.05], [-0.02, -0.01, 0.04], [-0.09, 0.09, -0.05], [0.00, -0.17, -0.14], [0.12, 0.46, 0.16], [-0.06, 0.01, 0.06], [0.01, 0.03, 0.07], [0.11, 0.02, 0.03], [0.05, -0.06, -0.05], [-0.03, -0.06, -0.04], [-0.54, -0.18, -0.24], [0.44, 0.05, -0.08], [-0.17, -0.16, 0.62], [-0.10, 0.60, 0.11], [0.01, -0.02, 0.27], [-0.02, -0.61, -0.79], [-0.38, 0.03, -0.04], [0.17, -0.07, 0.62], [0.10, 0.61, 0.00], [0.47, -0.24, -0.25], [0.11, -0.32, 0.60], [0.42, -0.13, -0.51], [-0.14, 0.57, -0.07], [-0.47, -0.12, -0.54], [0.12, -0.11, -0.20], [-0.03, -0.11, 0.21], [-0.07, 0.26, 0.00], [0.24, -0.15, 0.02], [-0.02, 0.22, 0.06], [-0.22, -0.10, -0.12], [0.23, 0.05, -0.12], [-0.22, -0.06, -0.14], [-0.03, -0.09, 0.24], [0.19, -0.17, -0.08], [0.04, 0.23, 0.01], [-0.25, -0.10, 0.03], [0.25, -0.07, -0.05], [-0.19, 0.01, -0.17], [-0.06, -0.03, 0.27], [0.11, 0.19, -0.07], [0.04, -0.07, 0.23], [-0.17, -0.16, -0.16], [-0.20, -0.08, -0.13], [0.00, 0.24, -0.08], [0.18, -0.15, 0.16], [-0.19, -0.08, -0.18], [-0.03, 0.02, 0.27], [0.23, -0.01, -0.10], [-0.09, 0.17, 0.01], [0.19, 0.01, -0.11], [-0.14, -0.27, 0.14]],
  "lowdin_charge": [0.148, 0.788, -0.614, -0.088, -0.064, -0.067, -0.065, -0.366, 1.044, -0.359, -0.069, -0.073, -0.076, -0.072, -0.114, -0.380, -0.073, -0.092, -0.085, -0.085, -0.141, 0.111, 0.109, 0.107, 0.109, 0.103, 0.106, 0.105, 0.108, 0.099, 0.107, 0.108, 0.106, 0.108, 0.098, 0.733, -0.715, -0.386, -0.729, 0.647, -0.701, 0.687, -0.701, 0.682, -0.705, 0.683, 0.051, -0.356, -0.039, -0.092, -0.103, -0.091, -0.131, 0.054, 0.022, 0.095, 0.100, 0.095, 0.103, 0.062, -0.217, 0.374, -0.219, -0.211, 0.068, 0.526, 0.364, -0.218, -0.217, -0.216, 0.406, -0.209, -0.216, -0.199, 0.026, 0.006, 0.011, 0.024, -0.001, 0.007, 0.024, 0.013, 0.005, 0.010, 0.003, 0.025, 0.005, 0.022, 0.015, 0.005, 0.004, 0.025, 0.008, -0.011, 0.028, 0.007, 0.026, 0.011, 0.008, 0.001, 0.033]
}